# 1
This record from OMol25 describes a molecular structure, C35H33N5O6SV. The level of theory is wB97M-V/def2-TZVPD.

Last column: Löwdin charge in e.
Cartesian coordinates (Å):
V  0.41261  0.45178  -0.06531  1.092
C  -1.14710  2.61002  -3.47779  0.024
C  -0.34476  1.90114  -2.58212  -0.053
N  -0.76065  1.61521  -1.35503  0.019
C  -1.98655  2.00573  -0.95977  -0.141
C  -2.85432  2.72403  -1.78310  -0.102
C  -2.39941  3.02113  -3.08180  0.068
C  -4.13254  3.10677  -1.25645  0.032
C  -4.47694  2.78638  0.01080  0.029
C  -3.58708  2.04686  0.86175  -0.105
C  -3.88835  1.69735  2.19110  0.068
C  -2.95412  0.99970  2.91844  0.019
C  -1.74895  0.62395  2.32517  -0.068
N  -1.43139  0.91982  1.06656  0.052
C  -2.34740  1.64465  0.36228  -0.134
H  -0.77427  2.81680  -4.47071  0.136
H  0.63691  1.54572  -2.87822  0.131
H  -3.03944  3.56759  -3.76368  0.146
H  -4.81274  3.65811  -1.89255  0.140
H  -5.43906  3.07930  0.41089  0.139
H  -4.83793  1.98206  2.62715  0.146
H  -3.13377  0.71772  3.94607  0.133
H  -1.02755  0.06770  2.90457  0.125
C  1.81124  2.68360  5.56847  -0.023
O  2.34081  1.48340  4.97326  -0.119
C  3.70435  1.50584  4.82594  -0.266
C  4.56120  1.27201  5.89126  0.026
C  5.93257  1.31072  5.69212  -0.023
C  6.46140  1.57112  4.43278  -0.038
C  5.61586  1.77422  3.35577  0.004
C  4.24265  1.73398  3.56007  -0.162
N  3.34424  1.94617  2.45748  0.210
C  2.47583  1.04168  2.03745  -0.293
N  2.39282  -0.15699  2.57589  0.233
C  1.37242  -1.08880  2.34718  -0.121
C  0.37820  -0.98676  1.38707  -0.145
C  -0.59412  -1.98054  1.27172  -0.114
C  -0.54576  -3.07206  2.11976  -0.023
C  0.44624  -3.19702  3.08745  0.037
C  1.41056  -2.21312  3.21046  -0.208
O  2.42186  -2.20131  4.08638  -0.069
C  2.53367  -3.28436  5.03185  0.001
N  1.61498  1.31319  1.02129  -0.006
C  1.40903  2.58026  0.41715  -0.212
C  0.34302  3.36419  0.96203  -0.018
C  0.04832  4.60306  0.48545  -0.025
C  0.84016  5.13003  -0.55285  0.016
C  1.92313  4.44387  -1.04280  0.044
C  2.27979  3.17345  -0.56017  -0.204
O  3.44395  2.75703  -1.02482  -0.008
C  4.01236  1.43767  -0.99527  0.013
H  0.80285  2.45114  5.89809  0.096
H  1.79507  3.49342  4.83498  0.092
H  2.41160  2.98586  6.42576  0.102
H  4.14058  1.08072  6.87033  0.139
H  6.59755  1.13978  6.52790  0.127
H  7.53220  1.60690  4.29000  0.124
H  6.01602  1.96103  2.36661  0.124
H  3.43946  2.79373  1.91310  0.175
H  2.99758  -0.37947  3.36527  0.164
H  -1.38726  -1.90794  0.54119  0.120
H  -1.29670  -3.84633  2.03161  0.133
H  0.45505  -4.05991  3.73751  0.129
H  3.40016  -3.05040  5.63961  0.106
H  2.69285  -4.22606  4.50811  0.109
H  1.64247  -3.33252  5.65620  0.109
H  -0.21573  2.93268  1.77933  0.122
H  -0.76123  5.18324  0.90626  0.130
H  0.61823  6.11229  -0.95130  0.137
H  2.56528  4.87791  -1.79787  0.148
H  5.03755  1.57993  -1.32065  0.121
H  3.49435  0.79960  -1.70190  0.084
H  4.00375  0.99969  0.00067  0.082
C  1.29997  -3.08599  -1.59571  -0.062
S  1.13228  -1.36921  -1.86581  0.608
O  1.50994  -0.99616  -3.17587  -0.190
O  -0.23556  -0.92121  -1.40862  -0.354
O  1.90361  -0.59913  -0.76025  -0.371
H  0.56084  -3.56454  -2.24070  0.109
H  1.11345  -3.30561  -0.54608  0.078
H  2.30453  -3.37309  -1.90501  0.105

## Properties
- net charge = +3
- calculated total energy (hartree) = -3420.0458
- relative energy (zero: lowest compared OMol25 entry of this formula, charge and spin) (eV) = 0.000
- E_HOMO (hartree) = -0.596
- frontier orbital gap (eV) = 5.43

=====

# 2
This record from OMol25 describes a molecular structure, C35H34AsBF5O3P2S4Ti. The level of theory is wB97M-V/def2-TZVPD.

Last column: Löwdin charge in e.
Cartesian coordinates (Å):
Ti  -1.78682  -2.06964  1.37148  0.596
O  -1.28162  -0.29448  0.23126  -0.388
P  -0.75724  1.07365  0.57872  0.765
C  1.02819  1.08288  0.90596  -0.308
P  2.10178  0.21799  -0.28962  0.723
O  1.80760  -1.21119  -0.51768  -0.302
C  2.03255  1.15155  -1.83337  -0.286
C  2.22952  2.52716  -1.92877  -0.094
C  2.12011  3.15683  -3.15742  -0.084
C  1.81439  2.41501  -4.29313  -0.084
C  1.61120  1.04679  -4.20172  -0.066
C  1.72073  0.41426  -2.97155  -0.060
C  3.73067  0.50288  0.45655  -0.258
C  4.79620  1.04484  -0.25286  -0.074
C  6.04249  1.17178  0.34652  -0.084
C  6.23006  0.75303  1.65477  -0.087
C  5.17188  0.20125  2.36677  -0.072
C  3.92775  0.07585  1.77117  -0.072
C  -1.54576  1.88060  1.97141  -0.316
C  -0.84769  2.38710  3.06409  -0.108
C  -1.53929  2.98434  4.10398  -0.073
C  -2.92477  3.06718  4.05798  -0.065
C  -3.62069  2.57308  2.96508  -0.046
C  -2.93136  1.99484  1.91198  -0.057
C  -0.98128  2.21346  -0.79420  -0.266
C  -0.86977  3.58689  -0.58578  -0.076
C  -1.02820  4.46103  -1.64806  -0.083
C  -1.29922  3.96445  -2.91709  -0.086
C  -1.41109  2.59781  -3.12239  -0.067
C  -1.25489  1.71893  -2.05969  -0.050
H  1.19890  0.64259  1.89218  0.012
H  1.35889  2.12677  0.93133  0.081
H  2.46369  3.11164  -1.04554  0.113
H  2.26194  4.22760  -3.22938  0.105
H  1.72063  2.91199  -5.25071  0.104
H  1.34821  0.46986  -5.07936  0.102
H  1.54190  -0.64885  -2.87068  0.095
H  4.65756  1.36643  -1.27759  0.101
H  6.86659  1.59630  -0.21241  0.101
H  7.20191  0.85197  2.12128  0.101
H  5.31278  -0.13328  3.38616  0.107
H  3.11243  -0.36468  2.33560  0.106
H  0.22709  2.28106  3.13604  0.096
H  -0.99966  3.35333  4.96621  0.103
H  -3.46482  3.50518  4.88759  0.103
H  -4.70082  2.60583  2.93235  0.111
H  -3.47608  1.60813  1.06087  0.102
H  -0.68920  3.97437  0.41115  0.111
H  -0.95219  5.52876  -1.48573  0.102
H  -1.42740  4.64854  -3.74697  0.103
H  -1.61922  2.20798  -4.11096  0.109
H  -1.34282  0.65343  -2.20357  0.092
S  0.24885  -4.11727  4.85610  -0.070
As  -1.24521  -2.68580  4.50427  -0.424
S  -0.44798  -1.06502  3.18431  0.153
S  -2.56696  -3.60310  2.84178  0.209
S  -2.48630  -1.90967  5.96923  -0.107
F  -0.35401  -1.60739  -5.46426  0.014
C  -0.89329  -1.91723  -4.24749  -0.302
C  -2.08601  -1.33569  -3.87591  -0.031
C  -2.61764  -1.63537  -2.62824  -0.037
C  -1.98391  -2.53182  -1.76034  -0.279
C  -2.56803  -2.86490  -0.44691  -0.191
C  -0.78256  -3.10602  -2.19207  -0.030
C  -0.22723  -2.80118  -3.42575  -0.027
H  -2.58478  -0.65273  -4.55250  0.114
H  -3.54183  -1.16956  -2.30867  0.115
H  -2.42773  -3.92595  -0.21396  0.064
H  -3.63361  -2.64054  -0.39705  0.062
H  -0.26379  -3.79391  -1.53551  0.106
H  0.70775  -3.23980  -3.75050  0.116
C  2.01735  -3.47154  1.75173  -0.018
C  0.67188  -3.95768  1.37233  -0.453
C  0.33794  -5.40701  1.52109  -0.024
O  -0.20078  -3.20695  0.93170  -0.176
H  2.74115  -4.28454  1.76972  0.092
H  1.89143  -3.09871  2.77700  0.047
H  2.31498  -2.67092  1.08203  0.056
H  0.92934  -5.86674  2.30873  0.073
H  0.57223  -5.90042  0.57030  0.101
H  -0.72652  -5.50800  1.72695  0.058
F  -5.45997  -1.83659  0.78646  0.160
B  -4.80798  -0.64107  0.95532  -1.221
F  -3.48096  -0.95314  1.61936  -0.081
F  -5.45796  0.23058  1.79353  0.166
F  -4.47355  -0.03936  -0.25503  0.131

## Properties
- net charge = -1
- calculated total energy (hartree) = -7465.3140
- relative energy (zero: lowest compared OMol25 entry of this formula, charge and spin) (eV) = 0.818
- E_HOMO (hartree) = -0.176
- frontier orbital gap (eV) = 6.73

=====

# 3
This record from OMol25 describes a molecular structure, C35H34BrFIN5O14P2SZr at a distorted geometry. The level of theory is wB97M-V/def2-TZVPD.

Last column: Löwdin charge in e.
Cartesian coordinates (Å):
Zr  -0.44749  2.65846  0.95557  1.590
O  -0.00959  2.06036  -1.04273  -0.367
N  0.09331  2.90416  -2.01983  0.057
N  -0.03199  4.11726  -1.67493  -0.261
O  -0.22339  4.46546  -0.42973  -0.388
C  -0.08409  5.10406  -2.67133  -0.195
C  -0.17189  6.43536  -2.28313  -0.003
C  -0.29089  7.41416  -3.25053  -0.069
C  -0.32439  7.06826  -4.59103  -0.088
C  -0.21299  5.73906  -4.96983  -0.081
C  -0.09169  4.74706  -4.01753  -0.012
H  -0.15449  6.68336  -1.23293  0.120
H  -0.36339  8.44766  -2.95283  0.106
H  -0.43839  7.83476  -5.34143  0.100
H  -0.22979  5.47336  -6.01523  0.102
H  -0.01899  3.70906  -4.29643  0.107
O  0.87761  3.12546  3.40507  -0.129
P  -0.34509  2.16336  3.83847  0.239
O  0.00231  1.32326  4.97477  -0.237
O  -0.86949  1.53536  2.55217  -0.444
O  -1.52219  3.25926  4.19947  -0.228
P  -2.19609  4.02216  2.93617  0.209
O  -3.06329  2.80816  2.23937  -0.271
O  -3.07129  5.11156  3.34317  -0.231
O  -1.03569  4.27056  1.97907  -0.495
H  0.55391  3.84856  2.84277  0.035
H  -3.57229  2.35316  2.91517  0.093
C  6.43421  -0.96734  -0.94023  -0.059
C  5.89061  -0.90744  0.48487  -0.192
N  4.48741  -0.54394  0.52417  -0.039
C  4.16551  0.77126  0.64197  0.048
C  2.90171  1.25426  0.73067  0.011
C  2.72641  2.77726  0.79607  -0.549
O  3.73301  3.46276  0.72207  0.071
O  1.53451  3.20146  0.89117  -0.156
C  1.78391  0.34986  0.73247  -0.239
O  0.58921  0.67646  0.83487  -0.114
C  2.14301  -1.05794  0.55947  -0.016
C  1.11051  -1.99684  0.51157  0.118
C  1.39561  -3.32134  0.30277  -0.176
F  0.37471  -4.21694  0.29437  0.058
C  2.70511  -3.76054  0.09127  -0.152
C  3.73461  -2.82674  0.15707  0.056
C  3.48321  -1.47504  0.41687  -0.118
N  3.05111  -5.10564  -0.21103  -0.099
C  3.82361  -5.80154  0.79457  -0.136
C  4.53521  -6.98504  0.14107  -0.095
N  3.50551  -7.87614  -0.45503  0.052
C  2.71791  -7.13274  -1.47563  -0.091
C  2.03211  -5.95874  -0.78093  -0.150
H  7.48681  -1.23354  -0.92173  0.077
H  6.33151  0.00236  -1.41683  0.083
H  5.89671  -1.69814  -1.53873  0.068
H  6.44281  -0.15604  1.05317  0.129
H  6.02491  -1.86544  0.99207  0.114
H  4.98441  1.47866  0.65947  0.149
H  0.09371  -1.66374  0.65807  0.134
H  4.73781  -3.17474  -0.02543  0.106
H  3.19341  -6.16584  1.62627  0.146
H  4.56321  -5.11804  1.21047  0.134
H  5.12321  -7.53904  0.87367  0.140
H  5.18691  -6.63184  -0.66013  0.143
H  2.85861  -8.16634  0.29207  0.189
H  3.93261  -8.71604  -0.85823  0.190
H  1.97981  -7.79654  -1.92593  0.141
H  3.40161  -6.77034  -2.24463  0.144
H  1.32381  -6.34884  -0.03133  0.137
H  1.46341  -5.38974  -1.51683  0.150
Br  -5.11579  6.61586  -0.25613  0.719
C  -5.76709  4.87796  0.02867  -0.742
C  -7.08099  4.68146  0.41077  -0.134
C  -7.54899  3.39366  0.60687  -0.088
C  -6.71259  2.30996  0.39347  -0.083
C  -5.39989  2.51476  0.00737  -0.148
C  -4.90659  3.80356  -0.16363  -0.591
I  -2.80749  4.11926  -0.44793  1.328
H  -7.71409  5.53936  0.56337  0.096
H  -8.56579  3.24316  0.93147  0.100
H  -7.07789  1.30336  0.53207  0.102
H  -4.72439  1.68426  -0.14633  0.032
O  -4.52319  -5.35974  -0.20003  0.088
C  -4.46999  -4.53984  0.88807  -0.494
O  -4.95149  -4.90614  1.92957  0.104
C  -3.82429  -3.23954  0.66887  -0.162
C  -2.88859  -3.01284  -0.34783  -0.056
C  -2.35939  -1.76084  -0.54443  -0.133
C  -2.76529  -0.67544  0.24777  -0.634
S  -2.28679  0.93626  -0.15683  0.619
C  -3.67499  -0.91504  1.28897  -0.087
C  -4.18289  -2.17104  1.49897  -0.011
H  -4.21009  -4.88854  -0.98333  0.087
H  -2.54379  -3.82674  -0.97633  0.104
H  -1.64999  -1.57724  -1.33813  0.100
H  -3.98969  -0.08124  1.89947  0.100
H  -4.90059  -2.35764  2.28327  0.120

## Properties
- net charge = 0
- calculated total energy (hartree) = -6781.1117
- relative energy (zero: lowest compared OMol25 entry of this formula, charge and spin) (eV) = 3.545
- E_HOMO (hartree) = -0.234
- frontier orbital gap (eV) = 4.24